(1)
ORCA calculation (wB97M-V/def2-TZVPD) on a structure of composition C3H4O4Ru.

<S²>	12.015
multiplicity	7
LUMO (spin up / spin down)	-9.78 / -14.33	eV
energy	-511.53984	Ha
net charge	+2
ΔE to the lowest compared entry with this formula, charge and spin	38.4	kJ/mol
frontier orbital gap (spin up / spin down)	8.2 / 5.3	eV

Element x y z (Å)
1 O 1.25995 0.10124 0.84275
2 C -0.35810 0.88324 -0.95344
3 C 0.67343 -1.18438 0.83457
4 O 0.05817 1.42241 -2.02215
5 O -0.75559 -0.38911 -0.98059
6 C -0.66502 -1.13140 0.18277
7 H 0.55117 -1.59015 1.85207
8 H 1.35417 -1.83875 0.26071
9 H -1.36516 -1.96524 0.21483
10 Ru -0.53927 3.13282 -1.30742
11 O -0.74641 1.69138 -0.00144
12 H 0.53267 0.86794 1.07735

Forces on atoms 1 to 6 (eV/Å):
-1.50 0.85 1.24
-2.50 -1.08 -1.47
0.72 0.22 -1.51
0.89 -2.64 0.12
1.32 0.48 0.26
-1.41 0.19 0.11

(2)
ORCA calculation (wB97M-V/def2-TZVPD) on the molecule C3H4O5.

multiplicity	1
LUMO (spin up / spin down)	-1.15 / -1.15	eV
energy	-492.67090	Ha
net charge	0
ΔE to the lowest compared entry with this formula, charge and spin	731.9	kJ/mol
frontier orbital gap (spin up / spin down)	7.9 / 7.9	eV

Element x y z (Å)
1 C -0.93709 0.11951 0.22102
2 C -0.46278 -1.19552 0.26829
3 C 0.26274 0.88676 -0.65204
4 O -0.98374 0.64572 -1.14584
5 O 1.11738 -0.46913 -0.88214
6 O 2.39013 -0.28880 -0.23212
7 O -1.57662 0.79468 1.20824
8 O 0.92135 1.89371 -0.56758
9 H 2.44858 0.69249 -0.24424
10 H -2.45034 0.40657 1.35670
11 H -0.14325 -1.59697 1.22216
12 H -0.58636 -1.88902 -0.55246

Forces on atoms 1 to 6 (eV/Å):
-0.72 -1.31 0.34
-0.78 0.88 0.34
1.50 -0.38 -1.29
0.52 0.05 0.88
0.18 1.19 -0.05
-0.55 0.21 -0.19

(3)
ORCA calculation (wB97M-V/def2-TZVPD) on the molecule C3H4O5.

multiplicity	1
LUMO	0.42	eV
energy	-492.93104	Ha
net charge	0
ΔE to the lowest compared entry with this formula, charge and spin	48.9	kJ/mol
frontier orbital gap	10.9	eV

Element x y z (Å)
1 C 0.12123 -0.52265 -0.41673
2 C -1.11513 -0.33589 0.38715
3 C 1.27182 0.34804 0.07401
4 H 0.35741 0.50443 -2.07339
5 H 0.43850 -1.61643 -0.29117
6 H -2.98289 0.10313 0.06698
7 H 1.99751 1.11565 1.75675
8 O -0.07406 -0.36880 -1.79761
9 O -2.10742 0.12127 -0.40930
10 O -1.29435 -0.71782 1.52718
11 O 1.26940 0.48164 1.39673
12 O 2.02169 0.85325 -0.68272

Forces on atoms 1 to 6 (eV/Å):
1.35 -1.55 -0.82
-2.37 -1.10 1.10
-0.97 -0.46 1.00
-0.74 -1.76 0.51
-0.40 1.37 0.30
1.39 -0.02 -0.27

(4)
ORCA calculation (wB97M-V/def2-TZVPD) on a cluster of 2 separate species, C3H4O5S2 in total.

multiplicity	1
LUMO	5.93	eV
energy	-1289.19947	Ha
net charge	-2
ΔE to the lowest compared entry with this formula, charge and spin	0.0	kJ/mol
frontier orbital gap	6.3	eV

Element x y z (Å)
1 C 0.62290 -3.22999 0.86887
2 C 0.11438 -2.19718 0.44449
3 C -0.66045 -1.11698 -0.00605
4 O -0.68278 3.15523 -2.41117
5 O -0.25511 1.12272 1.98642
6 O -0.22544 0.76231 -2.42157
7 O 1.72614 2.58305 1.73954
8 O 0.45440 2.05596 -0.36001
9 S -0.72842 1.90427 -1.60154
10 S 1.02431 1.44936 1.17101
11 H 1.08173 -4.11444 1.08564
12 H -1.61537 -1.56165 -0.17983
13 H -0.29686 -0.50680 -0.95935
14 H -0.55943 -0.30587 0.64355

Forces on atoms 1 to 6 (eV/Å):
-1.55 3.25 -1.30
1.94 -3.16 1.00
1.00 1.04 -3.17
0.59 -0.26 0.64
2.07 0.94 -1.38
0.31 0.17 0.06

(5)
ORCA calculation (wB97M-V/def2-TZVPD) on a cluster of 2 separate species, C3H4OP2 in total.

<S²>	2.033
multiplicity	3
LUMO (spin up / spin down)	-1.13 / -1.29	eV
energy	-874.44530	Ha
net charge	0
ΔE to the lowest compared entry with this formula, charge and spin	155.3	kJ/mol
frontier orbital gap (spin up / spin down)	6.3 / 7.8	eV

Element x y z (Å)
1 C -0.52077 0.22307 -0.16154
2 C -0.68229 -2.07726 0.76361
3 C -0.77383 1.43800 -0.64406
4 O 3.08369 0.96602 0.62122
5 P -1.72236 -1.03700 0.05601
6 P 2.74825 -0.21230 -0.20471
7 H 0.31632 -0.13132 0.45128
8 H -0.73244 -3.10144 1.24159
9 H -0.01819 2.25922 -0.83354
10 H -1.69837 1.67300 -1.28985

Forces on atoms 1 to 6 (eV/Å):
0.15 1.26 0.97
-0.84 -2.11 0.85
0.05 1.25 -2.62
-0.12 -0.14 -0.10
-0.66 -1.13 -0.08
0.53 0.06 -0.01

(6)
ORCA calculation (wB97M-V/def2-TZVPD) on a structure of composition C3H4OS.

multiplicity	1
LUMO	0.09	eV
energy	-590.01320	Ha
net charge	0
ΔE to the lowest compared entry with this formula, charge and spin	292.6	kJ/mol
frontier orbital gap	8.9	eV

Element x y z (Å)
1 C 1.05952 -0.24980 -0.07647
2 C 0.00843 0.61856 -0.15702
3 C -0.92549 -0.41360 0.27049
4 H -0.37932 0.83511 -1.16523
5 H 0.36126 1.77119 0.43468
6 H -1.90498 -0.33655 -0.38891
7 H -1.20792 -0.63658 1.28029
8 O 0.24173 -1.29344 -0.23990
9 S 2.74676 -0.29490 0.04205

Forces on atoms 1 to 6 (eV/Å):
5.82 -2.97 -1.20
-0.71 10.35 1.85
-2.21 -1.21 -2.15
1.16 0.43 0.15
-1.86 -3.34 -1.63
2.01 -1.06 1.25